# 1
Below is a cluster of 7 separate species, C14H16BrCl24N5O3P in total, with properties calculated with ωB97M-V/def2-TZVPD.

Calculated values
* total energy: -15002.277206 hartree
* E_LUMO: -0.1316 hartree
* highest occupied orbital energy: -0.462 hartree
* relative energy (zero: lowest compared OMol25 entry of this formula, charge and spin): 0.00 kJ/mol
* orbital gap: 9.0 eV
* charge: +1

XYZ file:
```
64
Properties=species:S:1:pos:R:3:lowdin_charge:R:1
C 5.186 -0.015 -1.139 0.01
C 3.725 -0.065 -0.833 -0.40
O 3.266 -0.655 0.138 0.06
N 2.826 0.543 -1.769 0.09
C 3.132 1.914 -2.123 -0.44
C 2.746 2.397 -3.476 0.01
O 3.723 2.631 -1.336 0.10
C 1.474 0.301 -1.371 -0.31
N 0.499 1.362 -1.820 -0.09
P -0.169 2.200 -0.324 0.96
C -1.094 3.640 -0.969 -0.23
O 1.142 2.905 0.295 -0.25
C -0.306 0.785 -2.705 -0.49
N -1.490 1.192 -3.083 0.26
N 0.236 -0.408 -3.215 0.10
C 0.816 -0.962 -1.990 -0.79
N 1.540 -2.152 -2.149 0.08
Br -0.734 -1.439 -0.867 0.81
H 5.576 0.988 -1.097 0.05
H 5.396 -0.494 -2.085 0.08
H 5.684 -0.582 -0.372 0.10
H 2.442 3.430 -3.437 0.10
H 3.598 2.341 -4.140 0.05
H 1.943 1.835 -3.931 0.06
H 1.313 0.220 -0.300 0.09
H -1.913 3.327 -1.592 0.02
H -1.489 4.118 -0.085 0.05
H -0.448 4.360 -1.463 0.05
H 1.560 3.517 -0.324 0.06
H -1.709 2.169 -3.140 0.11
H -2.183 0.532 -3.385 0.15
H 0.934 -0.223 -3.926 0.15
H 1.656 -2.627 -1.271 0.06
H 2.448 -1.999 -2.569 0.10
C -3.576 -4.449 -1.234 -2.03
Cl -5.236 -4.813 -1.691 0.53
Cl -2.674 -3.875 -2.643 0.50
Cl -3.553 -3.167 -0.004 0.43
Cl -2.802 -5.890 -0.583 0.55
C 1.910 -2.653 3.390 -2.05
Cl 2.641 -1.124 3.877 0.54
Cl 1.233 -2.481 1.763 0.49
Cl 3.135 -3.921 3.382 0.54
Cl 0.620 -3.080 4.515 0.54
C -4.327 -0.278 3.469 -2.04
Cl -3.265 -0.191 4.873 0.50
Cl -5.072 1.299 3.188 0.53
Cl -3.367 -0.729 2.043 0.46
Cl -5.579 -1.484 3.743 0.54
C 6.896 3.562 -3.520 -2.04
Cl 6.367 1.887 -3.771 0.55
Cl 5.741 4.660 -4.288 0.54
Cl 6.961 3.891 -1.789 0.55
Cl 8.486 3.785 -4.234 0.56
C -2.566 0.399 8.917 -2.06
Cl -1.507 0.498 10.322 0.54
Cl -3.321 1.968 8.628 0.53
Cl -1.614 -0.059 7.496 0.48
Cl -3.814 -0.816 9.196 0.53
C -8.611 -3.606 1.361 -2.06
Cl -9.469 -2.071 1.211 0.53
Cl -8.611 -4.118 3.051 0.53
Cl -9.408 -4.830 0.371 0.53
Cl -6.944 -3.402 0.814 0.47
```

# 2
Below is an isolated molecule of C18H12F2N4O2S, with properties calculated with ωB97M-V/def2-TZVPD.

Calculated values
* total energy: -1660.556280 hartree
* E_LUMO: 0.0006 hartree
* highest occupied orbital energy: -0.310 hartree
* relative energy (zero: lowest compared OMol25 entry of this formula, charge and spin): 46.91 kJ/mol
* SMILES string: COc1cc(N)ccc1-c1nc2snc(-c3c(F)cccc3F)c2c(=O)[nH]1
* orbital gap: 8.5 eV
* charge: 0

XYZ file:
```
39
Properties=species:S:1:pos:R:3:lowdin_charge:R:1
C 2.832 0.410 1.731 -0.03
O 1.575 0.541 2.470 -0.12
C 1.054 1.805 2.434 -0.25
C 1.352 2.711 3.465 0.05
C 0.756 3.972 3.474 -0.34
N 0.952 4.800 4.565 0.10
C -0.081 4.351 2.469 -0.04
C -0.359 3.505 1.406 0.01
C 0.153 2.190 1.418 -0.09
C -0.330 1.315 0.342 -0.22
N -0.657 1.770 -0.874 0.12
C -1.092 0.864 -1.910 -0.46
S -1.512 1.185 -3.580 1.04
N -1.545 -0.463 -3.956 -0.21
C -1.354 -1.192 -2.899 -0.31
C -1.191 -2.634 -2.979 -0.03
C -2.086 -3.465 -2.249 -0.20
F -3.185 -2.937 -1.676 0.09
C -1.832 -4.848 -2.208 0.00
C -0.752 -5.403 -2.930 -0.06
C 0.061 -4.587 -3.716 -0.02
C -0.113 -3.203 -3.724 -0.19
F 0.698 -2.444 -4.489 0.08
C -1.094 -0.455 -1.678 -0.12
C -0.727 -0.928 -0.358 -0.38
O -0.449 -2.095 -0.064 0.07
N -0.460 -0.033 0.622 0.20
H 3.164 -0.678 1.688 0.12
H 3.591 0.978 2.244 0.08
H 2.824 0.765 0.708 0.09
H 1.998 2.365 4.287 0.14
H 0.295 5.555 4.647 0.09
H 1.223 4.350 5.446 0.11
H -0.528 5.334 2.500 0.11
H -1.011 3.816 0.597 0.12
H -2.499 -5.458 -1.631 0.11
H -0.536 -6.467 -2.795 0.11
H 0.900 -4.947 -4.272 0.11
H -0.039 -0.344 1.474 0.14
```

# 3
Below is an isolated molecule of C15H18N2O2S, with properties calculated with ωB97M-V/def2-TZVPD.

Calculated values
* total energy: -1240.610689 hartree
* E_LUMO: -0.0079 hartree
* highest occupied orbital energy: -0.310 hartree
* relative energy (zero: lowest compared OMol25 entry of this formula, charge and spin): 9.46 kJ/mol
* SMILES string: Cc1c(C(=O)NC(=S)NCC(C)C)oc2ccccc12
* orbital gap: 8.2 eV
* charge: 0

XYZ file:
```
38
Properties=species:S:1:pos:R:3:lowdin_charge:R:1
C -2.056 -2.599 0.345 -0.02
C -2.408 -1.158 0.214 -0.13
C -1.599 -0.045 0.254 -0.11
C -0.153 0.136 0.440 -0.35
O 0.338 1.197 0.785 0.09
N 0.590 -0.989 0.185 0.10
C 1.970 -1.136 0.271 -0.84
S 2.588 -2.590 -0.212 0.64
N 2.666 -0.116 0.759 0.03
C 4.102 -0.057 0.798 -0.19
C 4.668 0.985 -0.181 -0.41
C 4.245 0.664 -1.612 -0.07
C 4.241 2.399 0.207 -0.07
O -2.322 1.107 0.140 0.13
C -3.611 0.750 0.010 -0.20
C -4.708 1.585 -0.148 0.01
C -5.943 0.982 -0.262 -0.08
C -6.085 -0.409 -0.222 -0.09
C -4.999 -1.238 -0.068 -0.02
C -3.736 -0.654 0.050 -0.11
H -1.311 -2.760 1.122 0.09
H -1.677 -3.000 -0.597 0.10
H -2.948 -3.165 0.605 0.08
H 0.127 -1.812 -0.176 0.08
H 2.140 0.732 0.968 0.11
H 4.480 -1.050 0.546 0.07
H 4.413 0.192 1.818 0.13
H 5.759 0.918 -0.113 0.13
H 4.731 1.340 -2.311 0.08
H 4.516 -0.357 -1.872 0.07
H 3.169 0.773 -1.726 0.08
H 4.526 2.620 1.234 0.08
H 3.164 2.523 0.112 0.07
H 4.720 3.126 -0.444 0.08
H -4.588 2.656 -0.177 0.12
H -6.822 1.595 -0.384 0.10
H -7.072 -0.835 -0.317 0.10
H -5.116 -2.311 -0.041 0.11
```

# 4
Below is an isolated molecule of C6H3NO2, with properties calculated with ωB97M-V/def2-TZVPD.

Calculated values
* total energy: -435.633333 hartree
* E_LUMO: -0.0338 hartree
* highest occupied orbital energy: -0.356 hartree
* relative energy (zero: lowest compared OMol25 entry of this formula, charge and spin): 0.00 kJ/mol
* SMILES string: C=C1C(=O)OC=C1C#N
* orbital gap: 8.8 eV
* charge: 0

XYZ file:
```
12
Properties=species:S:1:pos:R:3:lowdin_charge:R:1
C -0.168 2.028 0.023 0.16
C -0.249 0.699 -0.005 -0.20
C -1.526 -0.062 -0.021 -0.37
O -2.645 0.387 0.013 0.16
O -1.217 -1.433 0.001 0.09
C 0.158 -1.477 -0.019 0.01
C 0.799 -0.279 -0.009 -0.18
C 2.200 -0.093 0.010 -0.17
N 3.330 0.116 0.000 0.17
H 0.833 2.453 -0.058 0.09
H -1.040 2.681 -0.025 0.09
H 0.507 -2.484 0.102 0.15
```